(1)
Density functional theory data (ωB97M-V/def2-TZVPD) for a structure of composition C33H25N5SV.

Structure (ORCA input):
```
! RIJCOSX wB97M-V def2-TZVPD def2/J DEFGRID3
* xyz 1 3
V -0.2785 0.4469 -0.7468
S -4.6779 1.0507 -0.6429
C -4.4916 -0.5154 0.0161
C -3.1835 -0.8863 0.1137
C -2.2725 0.1125 -0.3393
C -2.9668 1.2241 -0.7753
C -2.3086 2.4383 -1.2401
C -2.9595 3.5917 -1.6655
C -2.2072 4.6870 -2.0454
C -0.8197 4.6188 -1.9995
C -0.2379 3.4382 -1.5898
N -0.9598 2.3734 -1.2300
H -5.3638 -1.0832 0.2996
H -2.8858 -1.8403 0.5278
H -4.0399 3.6251 -1.6853
H -2.6981 5.5935 -2.3730
H -0.2030 5.4601 -2.2785
H 0.8381 3.3268 -1.5361
N 0.6972 0.7226 0.7248
C 1.1883 0.8543 1.8896
C 0.3182 0.7858 3.0944
C 0.8037 0.2796 4.2995
C -0.0369 0.1639 5.3956
C -1.3612 0.5661 5.3025
C -1.8495 1.0770 4.1067
C -1.0170 1.1797 3.0062
C 2.6494 1.0807 2.0524
C 3.5452 0.4207 1.2139
C 4.9068 0.6461 1.3278
C 5.3840 1.5497 2.2682
C 4.4960 2.2190 3.0984
C 3.1341 1.9806 2.9991
H 1.8337 -0.0439 4.3732
H 0.3433 -0.2419 6.3234
H -2.0137 0.4816 6.1615
H -2.8811 1.3955 4.0336
H -1.3919 1.5697 2.0691
H 3.1623 -0.2859 0.4869
H 5.5988 0.1145 0.6881
H 6.4472 1.7296 2.3551
H 4.8648 2.9264 3.8291
H 2.4426 2.5034 3.6475
C 2.5623 -0.7697 -3.8501
C 1.9571 0.0887 -2.9571
N 0.6698 -0.0577 -2.6051
C -0.0282 -1.0685 -3.1221
C 0.5302 -2.0463 -3.9272
C 1.8462 -1.8620 -4.3276
C -0.2562 -3.2454 -4.2511
C -0.9446 -3.9776 -3.3742
C -1.0310 -3.8865 -1.9016
C -1.8550 -4.7916 -1.2411
C -1.9048 -4.7303 0.1414
N -1.1820 -3.8604 0.8381
C -0.4077 -3.0525 0.1235
N -0.3054 -3.0029 -1.1981
H 3.5922 -0.6119 -4.1350
H 2.4971 0.9067 -2.4991
H -1.0740 -1.1352 -2.8379
H 2.3237 -2.5852 -4.9769
H -0.2600 -3.5663 -5.2871
H -1.4907 -4.8241 -3.7747
H -2.4360 -5.5212 -1.7876
H -2.5389 -5.4011 0.7094
H 0.1875 -2.3359 0.6848
*
```

Calculated values
E in eV: -78594.9156
Max |F| in Eh/bohr: 0.005
HOMO energy (alpha / beta) in eV: -10.65 / -10.95
Frontier orbital gap (alpha / beta) in Eh: 0.276 / 0.287
Relative energy (zero: lowest compared OMol25 entry of this formula, charge and spin) in kcal per mole: 1.4
LUMO (alpha / beta) in Eh: -0.115 / -0.115



(2)
Density functional theory data (ωB97M-V/def2-TZVPD) for a cluster of 3 separate species, C33H25O8P in total in a non-equilibrium geometry.

Structure (ORCA input):
```
! RIJCOSX wB97M-V def2-TZVPD def2/J DEFGRID3
* xyz 0 1
O -2.0536 3.3348 -3.2134
C -1.1338 2.8942 -3.8706
C -1.0046 3.2243 -5.3197
C -1.9408 4.0644 -5.9088
C -1.8160 4.4101 -7.2432
C -0.7541 3.9191 -7.9957
C 0.1728 3.0694 -7.4175
C 0.0489 2.7143 -6.0805
C 1.0477 1.7834 -5.4796
O 1.9314 1.3010 -6.1563
C 0.9306 1.4712 -4.0284
C 1.8686 0.6352 -3.4377
C 1.7935 0.3590 -2.0829
C 0.7811 0.9147 -1.3134
C -0.1658 1.7384 -1.8981
C -0.0991 2.0174 -3.2567
H -2.7609 4.4463 -5.3171
H -2.5442 5.0676 -7.6994
H -0.6523 4.1997 -9.0357
H 0.9974 2.6800 -7.9981
H 2.6558 0.2062 -4.0421
H 2.5216 -0.2810 -1.6281
H 0.7266 0.7029 -0.2531
H -0.9579 2.1697 -1.3020
O -2.7832 1.8733 7.0797
C -2.4334 1.4852 5.9855
C -3.4186 1.3180 4.8791
C -4.7518 1.6346 5.1056
C -5.6727 1.5198 4.0785
C -5.2666 1.0895 2.8196
C -3.9423 0.7576 2.5923
C -3.0153 0.8649 3.6210
C -1.5977 0.4872 3.3634
O -1.2523 0.0441 2.2891
C -0.6085 0.6739 4.4619
C 0.7250 0.3601 4.2294
C 1.6624 0.5563 5.2288
C 1.2726 1.0663 6.4633
C -0.0568 1.3676 6.7031
C -1.0032 1.1686 5.7062
H -5.0606 1.9736 6.0845
H -6.7101 1.7708 4.2555
H -5.9864 1.0120 2.0157
H -3.6211 0.4178 1.6175
H 1.0217 -0.0328 3.2657
H 2.7016 0.3157 5.0468
H 2.0092 1.2267 7.2394
H -0.3657 1.7608 7.6615
C 4.8224 -4.3322 0.1734
C 3.6818 -4.8591 0.7012
C 2.9771 -5.9856 -0.0104
C 2.0526 -5.4792 -1.1096
O 2.4428 -5.4148 -2.2352
O 0.7683 -5.1480 -0.8026
C 0.6025 -4.2035 0.2581
P 1.0131 -2.4207 -0.1814
O 1.8084 -1.8892 1.1616
O 2.0617 -2.4178 -1.4474
H 5.6829 -4.9621 -0.0322
H 4.9447 -3.2708 -0.0293
H 3.3030 -4.5095 1.6600
H 3.7387 -6.5729 -0.5251
H 2.4780 -6.6507 0.6985
H 1.1123 -4.5406 1.1653
H -0.4597 -4.1871 0.4869
H 2.5715 -2.4661 1.3323
H 2.9591 -2.4439 -1.0796
*
```

Calculated values
E in eV: -60294.2383
Max |F| in Eh/bohr: 0.057
HOMO energy in eV: -8.77
Frontier orbital gap in Eh: 0.286
SMILES: O=C1c2ccccc2C(=O)c2ccccc21.O=C1c2ccccc2C(=O)c2ccccc21.C=CCC(=O)OCP(O)O
LUMO in Eh: -0.036



(3)
Density functional theory data (ωB97M-V/def2-TZVPD) for a structure of composition C33H26Cl4O2Sb2Sn.

Structure (ORCA input):
```
! RIJCOSX wB97M-V def2-TZVPD def2/J DEFGRID3
* xyz 2 1
Sn 0.8203 -1.3607 -1.9587
Cl 1.2438 0.8726 4.4803
C 1.5854 0.6044 2.8253
C 2.8540 0.8502 2.3015
Cl 4.0690 1.5337 3.2949
C 3.1390 0.5367 0.9688
Cl 4.6825 0.8203 0.2902
C 2.1601 -0.0366 0.1669
O 2.3869 -0.4435 -1.0909
C 0.8599 -0.2159 0.6635
O -0.0575 -0.7425 -0.1729
C 0.5879 0.1116 1.9885
Cl -1.0107 -0.1712 2.5737
C -2.4285 4.2741 0.1297
C -3.7906 3.6266 0.3712
C -4.0083 2.3996 -0.5087
Sb -2.5819 0.8290 -0.1651
C -2.1288 0.2508 -2.1378
C -1.5295 1.1637 -3.0031
C -1.2681 0.7964 -4.3186
C -1.6212 -0.4697 -4.7694
C -2.2164 -1.3784 -3.9044
C -2.4574 -1.0294 -2.5802
C -3.8960 -0.6905 0.5106
C -3.8860 -1.4185 1.6894
C -4.9170 -2.3181 1.9329
C -5.9385 -2.4849 1.0119
C -5.9448 -1.7466 -0.1622
C -4.9270 -0.8402 -0.4186
Sb -0.8344 2.9366 0.5822
C -0.3629 3.3474 2.5638
C 0.9098 3.8481 2.8268
C 1.1899 4.3303 4.0969
C 0.2129 4.3025 5.0819
C -1.0481 3.7854 4.8141
C -1.3456 3.3034 3.5489
C 0.7580 3.5619 -0.6123
C 1.5454 2.7168 -1.3817
C 2.6012 3.2506 -2.1062
C 2.8536 4.6146 -2.0599
C 2.0553 5.4546 -1.2948
C 0.9964 4.9351 -0.5642
H -2.2681 5.1485 0.7611
H -2.3074 4.5740 -0.9134
H -4.5725 4.3586 0.1582
H -3.9091 3.3654 1.4277
H -3.9362 2.6558 -1.5684
H -4.9837 1.9480 -0.3308
H -1.2642 2.1645 -2.6733
H -0.8009 1.5033 -4.9916
H -1.4298 -0.7480 -5.7970
H -2.4869 -2.3653 -4.2557
H -2.9125 -1.7490 -1.9109
H -3.1117 -1.3166 2.4278
H -4.9151 -2.8876 2.8523
H -6.7357 -3.1882 1.2106
H -6.7420 -1.8695 -0.8829
H -4.9547 -0.2711 -1.3413
H 1.6735 3.8778 2.0578
H 2.1742 4.7223 4.3151
H 0.4371 4.6815 6.0701
H -1.8017 3.7613 5.5896
H -2.3337 2.9047 3.3486
H 1.3627 1.6513 -1.4098
H 3.2311 2.5985 -2.6964
H 3.6797 5.0281 -2.6225
H 2.2579 6.5165 -1.2599
H 0.3890 5.6002 0.0396
*
```

Calculated values
E in eV: -107718.4606
Max |F| in Eh/bohr: 0.008
HOMO energy in eV: -13.36
Frontier orbital gap in Eh: 0.221
Relative energy (zero: lowest compared OMol25 entry of this formula, charge and spin) in kcal per mole: 10.3
LUMO in Eh: -0.271



> The highest E belongs to which entry?

C33H25O8P



> max |F| of number 2 (C33H25O8P)?

0.057 Eh/bohr